C16H20AgCl4N4O3Se2 as an isolated structure at a distorted geometry. Source: OMol25; level of theory: the ωB97M-V functional and the def2-TZVPD basis.

Structure (XYZ):
```
50
Properties=species:S:1:pos:R:3:mulliken_charge:R:1
H 0.42 -2.83 -0.34 0.0077
Cl -2.11 6.37 -1.01 -0.2440
H 1.60 -4.79 -0.73 0.1870
N 3.01 3.24 0.08 -0.2464
O -1.57 0.67 0.11 -0.0835
H -1.79 -3.35 1.43 0.3278
N 1.39 -4.16 -1.50 -0.6552
Se -2.50 -1.41 -0.82 0.2976
H -0.23 0.52 3.78 0.3568
O 5.27 2.95 0.04 -0.6961
Cl 0.66 5.00 -1.26 -0.2741
Ag 0.48 -0.26 -0.13 0.2974
C 3.86 1.05 -0.19 0.5640
C -1.06 0.08 3.24 -0.7883
N 0.17 -3.45 -1.11 -0.1296
C -2.95 2.54 -0.25 0.1675
H 4.82 -1.72 -1.86 0.4261
H 2.09 2.85 -0.19 0.4003
C 2.87 0.43 0.57 -0.0622
H 2.37 0.98 1.36 0.6267
H 1.12 -4.75 -2.29 0.2458
H -2.54 -4.00 -0.92 0.3185
C -0.53 2.69 -0.58 0.0111
H -3.12 -3.28 -2.43 0.3448
C 3.20 -1.57 -0.47 -0.1726
H 5.41 0.72 -1.63 0.4624
C -1.97 4.66 -0.77 0.0813
H -1.39 0.74 2.45 0.0584
C 4.60 0.27 -1.08 -0.4247
H -4.01 -2.10 1.03 0.5226
H 3.10 4.24 0.11 0.2127
H -3.14 -0.60 1.43 0.2751
H -1.88 -0.17 3.92 0.3406
O 0.62 2.11 -0.63 -0.9491
H -4.20 -3.35 -1.03 0.3211
N 2.51 -0.85 0.41 -0.6738
C -1.71 1.92 -0.23 -0.5276
C 4.13 2.51 -0.02 0.1525
Cl -4.66 4.64 -0.47 -0.2481
C -3.09 3.90 -0.50 0.2032
H -2.60 -2.68 2.86 0.4550
Cl -4.34 1.57 0.09 -0.2288
C -0.72 4.04 -0.84 0.4406
H 2.92 -2.61 -0.56 0.2842
C -2.10 -2.43 1.92 -0.7565
Se -0.40 -1.57 2.44 -0.0372
H -0.07 -2.84 -1.90 0.2791
C -3.16 -3.22 -1.35 -1.1675
C 4.27 -1.07 -1.20 -0.5980
C -3.03 -1.61 1.05 -0.7047
```

Properties
Spin multiplicity: 1
Charge: -1
E (a.u.): -7857.0930
Frontier orbital gap (eV): 5.960
ΔE to the lowest compared entry with this formula, charge and spin (kJ/mol): 90.5



C16H20B2F20O8Sn2 as an isolated structure at a distorted geometry. Source: OMol25; level of theory: the ωB97M-V functional and the def2-TZVPD basis.

Structure (XYZ):
```
68
Properties=species:S:1:pos:R:3:mulliken_charge:R:1
F -5.98 0.01 -5.23 -0.3600
O 3.23 -7.10 -4.12 -0.2841
H 2.17 -6.83 -5.84 0.2853
H -6.05 5.22 4.83 0.3119
F -0.13 -0.45 -1.29 -0.4254
B -4.69 0.32 -5.39 0.5291
H 5.83 3.70 -1.16 0.2933
F 3.69 -4.54 -1.82 -0.2258
C -1.00 -4.28 3.31 -0.1717
Sn 0.69 0.67 -5.98 1.9246
H -0.01 -4.20 2.87 0.2475
C 5.43 4.65 -0.82 -0.2197
Sn -6.33 0.12 -0.20 1.9134
O 2.69 -4.79 -4.29 -0.5658
O -3.05 -4.80 1.32 -0.5969
H -5.39 5.74 7.29 0.3230
O -1.56 -5.59 2.92 -0.2540
H 2.79 -8.48 -5.60 0.2978
B 0.05 0.64 -0.42 0.6671
F -1.08 0.81 0.32 -0.3727
F -1.85 6.62 2.80 -0.2411
F 6.44 7.82 -2.95 -0.2081
O -4.28 6.40 4.92 -0.1950
H 5.36 5.94 0.92 0.3052
H 0.44 -7.28 -4.12 0.2874
F 4.60 -6.55 -1.97 -0.2198
C 4.31 -5.44 -2.60 0.8367
F -4.42 0.72 -6.68 -0.3759
F -3.98 -0.79 -5.00 -0.3739
H -5.86 7.35 6.95 0.2939
F -4.35 1.32 -4.47 -0.3921
H -1.73 -4.55 5.43 0.3252
H -1.64 -3.49 2.91 0.2989
C 5.90 6.94 -3.78 0.8281
H 5.76 4.22 1.21 0.3653
C -0.88 -4.24 4.81 -1.1060
C -2.12 5.97 3.98 0.8178
H 0.37 -8.60 -5.22 0.3807
C -3.66 5.71 3.98 0.4694
C -2.59 -5.73 2.01 0.4369
O -4.25 5.07 3.06 -0.6135
C 2.35 -7.62 -5.10 -0.1363
H 6.97 5.42 0.58 0.3293
C 3.33 -5.72 -3.76 0.4048
F -1.63 6.66 4.99 -0.2133
H 1.29 -8.70 -3.65 0.3083
F -1.44 4.82 3.99 -0.2456
O 4.58 4.92 -3.44 -0.6082
F 6.89 6.58 -4.66 -0.2366
F -2.79 -7.83 1.13 -0.2370
H -7.04 6.03 6.88 0.3628
F -4.61 -7.08 1.95 -0.2438
C -6.02 6.32 6.62 -1.1334
C 5.38 5.77 -2.99 0.4209
H 4.35 4.54 -0.79 0.3058
F 0.10 1.76 -1.26 -0.4153
F 5.47 -4.96 -3.02 -0.2405
C 1.04 -8.10 -4.52 -1.1272
H -0.02 -4.72 5.28 0.3172
F -2.98 -7.77 3.25 -0.2158
C -3.26 -7.12 2.12 0.8516
H -0.63 -3.21 5.03 0.3524
C -5.66 6.17 5.17 -0.2202
O 5.84 5.70 -1.75 -0.1888
F 1.09 0.48 0.47 -0.3635
F 4.88 7.53 -4.53 -0.2388
H -6.24 6.85 4.54 0.3006
C 5.93 5.08 0.56 -1.1266
```

Properties
Spin multiplicity: 1
Charge: +2
E (a.u.): -3698.5464
Frontier orbital gap (eV): 1.900
ΔE to the lowest compared entry with this formula, charge and spin (kJ/mol): 1464.5



C16H20BaI2N3 as an isolated structure at a distorted geometry. Source: OMol25; level of theory: the ωB97M-V functional and the def2-TZVPD basis.

Structure (XYZ):
```
42
Properties=species:S:1:pos:R:3:mulliken_charge:R:1
C 5.11 12.52 9.98 -0.9359
H 7.12 12.09 4.14 0.3463
H 3.81 6.17 8.98 0.3712
H 6.11 14.01 7.77 0.2528
H 7.86 13.05 10.02 0.3074
H 4.74 6.04 10.59 0.4913
C 6.82 11.98 5.22 -0.4056
H 7.71 5.81 9.18 0.2700
C 4.76 5.96 9.51 -1.1513
H 4.17 7.47 3.77 0.3877
C 4.59 7.49 4.78 -0.5397
H 5.07 12.30 11.06 0.3593
C 5.59 7.05 7.38 0.2405
C 4.92 6.16 5.22 -0.6138
H 4.59 9.55 5.32 0.7327
H 5.55 4.89 6.78 0.4154
C 7.27 6.83 9.27 -0.7845
C 6.33 11.81 7.95 0.5575
H 8.26 11.43 9.53 0.3710
C 5.36 5.92 6.51 -0.3859
N 6.22 11.77 9.39 0.1821
C 7.57 12.02 10.08 -0.9818
H 5.27 13.58 9.82 0.3240
Ba 5.11 9.26 10.18 1.5835
C 4.78 8.55 5.57 -0.9143
H 7.46 11.66 11.12 0.3380
I 5.89 9.99 13.46 -0.7183
H 4.11 12.14 9.49 0.3358
H 7.01 9.88 5.16 0.5259
C 6.47 10.61 7.17 -0.2098
C 5.52 8.36 6.86 0.1980
H 7.17 7.04 10.35 0.4397
I 6.00 9.23 17.31 -0.0283
N 5.99 9.43 7.64 -0.0187
N 5.83 6.76 8.75 0.2323
C 6.38 13.05 7.30 -0.2031
H 7.86 7.53 8.72 0.2208
H 6.61 14.08 5.38 0.4329
H 4.88 5.42 4.45 0.4064
C 6.80 10.75 5.79 -0.6714
H 5.20 4.91 9.29 0.3034
C 6.53 13.17 5.92 -1.0636
```

Properties
Spin multiplicity: 1
Charge: +1
E (a.u.): -1406.5746
Frontier orbital gap (spin up / spin down) (eV): 6.598 / 5.137



C16H20Cl2N2O5S as an isolated structure at a distorted geometry. Source: OMol25; level of theory: the ωB97M-V functional and the def2-TZVPD basis.

Structure (XYZ):
```
46
Properties=species:S:1:pos:R:3:mulliken_charge:R:1
S 2.63 -0.66 1.02 1.2923
C -0.87 1.96 -0.80 0.5974
H 6.95 -1.23 0.47 0.3584
C -7.62 -1.56 0.47 -0.6946
H 3.94 -3.10 -0.57 0.1779
H -4.42 -1.54 -1.43 0.8992
C -0.99 0.45 -0.38 0.2761
O 2.36 -2.04 0.93 -0.6295
C -2.00 -0.41 -0.96 0.0824
C 4.45 -2.40 -1.35 -0.7373
H 5.56 0.67 -0.34 0.7530
C -7.26 -0.24 0.92 -0.1679
H 2.63 -1.35 -1.68 0.1441
H -3.31 0.78 0.12 0.3566
O 3.17 0.02 2.11 -0.6244
N 3.79 -0.25 -0.40 0.0951
H 5.26 0.36 1.29 0.3317
C 1.19 0.43 0.48 -0.0960
N -3.18 0.12 -0.51 -0.2781
H 4.56 -2.66 -2.27 0.6527
H -5.33 0.61 1.37 0.6499
C 1.38 1.83 0.31 0.3059
O 5.85 -2.09 -1.16 -0.5206
C -4.56 -0.82 -0.93 -1.4594
Cl -2.10 2.77 -1.16 -0.1822
C 5.90 -1.39 0.51 -0.5588
H 4.00 -0.36 -2.38 0.4638
C 3.74 -0.98 -1.47 -0.5810
C -5.87 -0.18 1.28 -0.9718
H 0.28 -1.45 -0.03 0.4103
C 0.10 -0.31 -0.15 -0.1248
H -5.18 0.16 -1.31 0.1848
H -4.48 -1.90 1.09 0.5039
O -1.97 -1.36 -1.61 -0.5985
H 5.34 -2.04 1.07 0.3888
H -5.85 -0.50 2.35 0.2995
Cl 2.86 2.67 0.67 -0.1502
H -8.07 0.12 1.82 0.2639
C -5.31 -1.39 0.66 0.0177
H -7.79 -2.42 1.34 0.2042
C 5.08 0.08 0.25 -0.9786
H -7.47 0.64 0.07 0.1828
O -6.27 -2.15 -0.03 -0.4651
C 0.23 2.50 -0.02 -1.3557
H 0.36 3.34 -0.26 0.7788
H -8.23 -1.72 -0.18 0.5036
```

Properties
Spin multiplicity: 1
Charge: 0
E (a.u.): -2425.3457
Frontier orbital gap (eV): 7.389
ΔE to the lowest compared entry with this formula, charge and spin (kJ/mol): 1626.3



C16H20Cl5InN4O2 as an isolated structure. Source: OMol25; level of theory: the ωB97M-V functional and the def2-TZVPD basis.

Structure (XYZ):
```
48
Properties=species:S:1:pos:R:3:mulliken_charge:R:1
H 2.07 -3.40 -0.94 0.5182
C 1.20 -2.79 -0.73 -0.8292
H -0.40 2.14 -3.14 0.3326
H -2.51 0.75 -4.59 0.4958
Cl -0.29 2.66 0.35 -0.1871
H -4.71 -0.15 -3.87 0.4621
H -3.05 -0.79 0.01 0.2810
H -4.99 -0.94 -1.51 0.4684
C 1.57 1.58 2.01 -1.0248
H -2.36 0.83 1.91 0.2869
C -4.04 -0.54 -1.87 -0.9708
N 1.49 -1.34 -0.88 -0.5149
H -2.20 -1.02 3.61 0.4997
O 0.70 0.64 -2.18 -0.4663
N -1.76 0.03 -1.41 -0.0546
H -1.26 -2.63 0.46 0.3328
Cl 0.24 5.36 1.82 -0.1583
C -3.88 -0.10 -3.17 -0.2874
In -0.12 -0.02 0.10 1.9276
O 1.39 0.40 1.40 -0.6540
H 1.51 -2.68 1.39 0.3738
H 0.42 -3.07 -1.43 0.3419
C -1.95 -1.11 2.56 -0.8192
C -2.97 -0.47 -1.02 -0.0163
H -0.06 0.71 -4.11 0.4380
H 2.30 -1.09 -0.32 0.2891
Cl 2.34 5.51 4.14 -0.1369
H 1.47 1.23 -2.24 0.2787
C 0.74 -3.01 0.69 -0.6702
Cl 3.30 0.22 3.52 -0.1592
C -0.80 -2.08 2.39 -0.5813
N -0.47 -2.19 0.94 -0.4435
H -0.90 0.66 2.60 0.2595
C -2.66 0.40 -3.58 -1.0463
Cl 3.84 2.92 4.99 -0.1340
C 1.11 3.97 2.31 -0.2986
H -2.84 -1.47 2.05 0.3108
C 2.72 2.87 3.72 0.1043
N -1.56 0.20 1.97 -0.3932
H 1.71 -1.09 -1.84 0.3324
H -1.06 -3.05 2.82 0.5169
H 0.56 -4.07 0.88 0.4703
H 0.09 -1.70 2.90 0.3198
C 2.04 4.03 3.34 0.4599
C -0.30 1.05 -3.11 -0.6266
C -1.61 0.46 -2.68 0.7614
C 2.48 1.66 3.07 0.3474
C 0.89 2.75 1.67 1.2636
```

Properties
Spin multiplicity: 1
Charge: +2
E (a.u.): -3481.8447
Frontier orbital gap (eV): 7.383
ΔE to the lowest compared entry with this formula, charge and spin (kJ/mol): 11.6



spin multiplicity of number 4 (C16H20Cl2N2O5S)? 1